No. 1
Below is a 2-piece molecular cluster, C40H64BNO7PSSi overall in a non-equilibrium geometry, with properties calculated with ωB97M-V with the def2-TZVPD basis set.

XYZ file:
```
116
Properties=species:S:1:pos:R:3:forces:R:3:lowdin_charge:R:1
C 7.817054 -0.649583 -0.408941 -0.631 -0.277 -0.681 -0.1212
C 6.925157 -0.415127 -1.715676 1.387 -0.315 0.179 -0.2464
C 7.131963 1.065542 -2.246306 -0.473 -0.523 -0.772 -0.2299
C 5.803083 1.914531 -2.327781 0.651 0.270 0.392 -0.2268
C 5.140193 2.176552 -0.913852 0.723 0.208 -0.342 -0.1910
C 4.064470 3.347154 -0.924010 0.518 -0.119 -0.018 -0.2038
C 2.792684 3.035121 -0.040818 0.511 -1.300 -0.007 -0.1795
C 1.675613 2.356651 -0.931555 -0.383 0.547 -0.484 -0.1961
C 0.190892 2.862255 -0.661354 0.586 -0.060 -0.242 -0.1659
C -0.581104 3.355083 -1.959624 -0.551 0.517 -0.068 -0.1970
C -1.895607 2.534409 -2.253040 0.096 -0.397 0.778 -0.1435
C -1.665760 0.995900 -2.365209 -0.240 -2.237 -0.039 -0.0414
C -0.452529 0.389462 -2.969214 -0.497 -1.323 0.573 -0.2041
O 0.548419 1.180980 -3.523815 -0.819 -0.568 0.551 -0.0530
C -0.220915 -1.065279 -3.036243 -2.775 0.347 0.480 -0.2314
P 1.370681 -1.634007 -3.850607 0.294 1.403 1.346 0.4559
S 2.824071 -1.208154 -2.601411 0.033 -0.279 -0.074 0.2034
C -1.227815 -2.008284 -2.468909 -0.316 1.575 -0.799 -0.1175
C -0.876809 -3.523560 -2.530452 0.124 0.449 0.531 -0.0504
B 0.211142 -3.818624 -1.344250 0.680 -0.432 0.775 -0.5958
O 1.144880 -4.898383 -1.491164 -0.427 1.834 -0.710 0.0910
O 0.319709 -3.042577 -0.182724 0.257 -0.454 -1.912 0.1347
C -2.466043 -1.449411 -1.897189 1.429 1.255 -0.614 0.0001
C -2.677741 0.036244 -1.857065 1.389 -1.111 -0.346 0.0296
C -4.036563 0.508587 -1.239813 -0.433 -0.051 0.334 -0.2456
O -4.628313 1.506093 -1.621186 0.883 -0.645 0.040 0.0744
C -4.700965 -0.343284 -0.128525 -0.159 -2.359 1.353 -0.0118
C -5.562919 0.168915 0.935405 -0.317 -0.422 0.054 -0.1168
C -5.920767 1.691874 1.031478 -0.567 -0.782 -0.178 -0.1133
C -7.208985 2.076247 0.187957 0.713 1.131 0.563 -0.2577
O -8.305357 1.171197 0.390599 -0.109 0.264 -1.425 -0.2375
Si -9.456585 1.228644 -0.862258 -1.122 -0.180 0.107 0.4603
C -10.418297 2.892401 -0.946806 0.256 0.194 0.084 -0.1926
C -10.813405 -0.106322 -0.555307 0.340 -0.122 -0.246 -0.1807
C -8.756177 0.909500 -2.601934 0.382 -0.068 -0.172 -0.1866
C -6.180175 -0.709343 1.960535 1.570 -1.046 -2.005 -0.0143
C -5.928507 -2.153998 1.925425 1.039 2.312 -2.029 -0.0441
C -5.058718 -2.679841 0.844684 -0.757 1.425 0.355 -0.0023
C -4.454464 -1.803376 -0.167412 -0.675 1.043 1.312 -0.0451
C -3.569726 -2.365354 -1.336702 -0.945 0.255 0.955 -0.2651
O -3.851329 -3.480092 -1.739186 0.838 0.754 -0.001 0.0821
H 8.851729 -0.234097 -0.574972 -1.093 -0.166 0.233 0.0672
H 7.966686 -1.754355 -0.224711 -0.418 1.160 0.060 0.0703
H 7.290727 -0.160314 0.454394 0.875 -0.514 -0.716 0.0547
H 5.852025 -0.701485 -1.550809 0.978 0.480 -0.013 0.0660
H 7.328065 -1.140431 -2.484491 -0.546 0.772 0.606 0.0941
H 7.945617 1.566297 -1.655405 -0.926 -0.272 -0.358 0.0995
H 7.530898 0.974575 -3.304053 -0.355 0.244 1.070 0.0984
H 5.119309 1.377152 -3.046265 0.406 0.643 0.751 0.0977
H 6.087528 2.918622 -2.770359 -0.456 -0.995 0.284 0.1051
H 4.759492 1.208951 -0.493117 0.077 1.008 -0.227 0.0920
H 5.981329 2.526015 -0.243725 -0.851 -0.624 -0.496 0.1170
H 3.821288 3.545075 -2.011963 -0.142 -0.106 1.122 0.0935
H 4.594169 4.275827 -0.563424 -0.604 -0.849 -0.275 0.1018
H 3.116523 2.265737 0.728972 -0.330 0.896 -0.557 0.0905
H 2.423296 3.915412 0.550772 0.199 -0.610 -0.878 0.1024
H 1.916475 2.613672 -2.008252 -0.213 -0.243 1.092 0.0843
H 1.672972 1.234738 -0.850760 0.330 0.995 0.084 0.0972
H -0.360253 2.004555 -0.180063 0.304 1.079 -0.287 0.1138
H 0.278548 3.731217 0.055871 -0.366 -1.062 -0.635 0.1027
H -0.897646 4.426811 -1.774123 0.193 -1.130 -0.294 0.1078
H 0.038247 3.374867 -2.891460 -0.267 -0.077 1.063 0.0954
H -2.574482 2.700027 -1.363355 0.635 -0.258 -1.086 0.1103
H -2.474262 2.873811 -3.154791 0.711 -0.138 0.759 0.1262
H 1.407348 0.985544 -3.078195 -0.499 -0.056 -0.142 0.0380
H 1.334830 -3.017175 -4.178263 -0.411 0.594 -0.285 -0.0202
H 1.606935 -0.888446 -5.054999 -0.790 -0.692 0.279 -0.0013
H -0.408745 -3.787113 -3.523893 -0.617 0.270 1.051 0.0869
H -1.748823 -4.215292 -2.406405 0.592 0.848 -0.088 0.1089
H 1.655183 -4.664181 -2.293070 -0.215 -0.737 0.409 0.0879
H 1.284149 -2.872643 -0.092178 -0.639 -0.250 0.594 0.1050
H -6.166470 1.898927 2.108259 0.497 -0.018 -0.971 0.1148
H -5.068198 2.319684 0.647966 -0.935 -0.534 0.621 0.1190
H -7.558828 3.092779 0.555261 0.553 -0.926 -0.428 0.1258
H -6.891944 2.199877 -0.882701 -0.444 -0.426 0.825 0.0973
H -10.667723 3.294204 0.075863 0.331 -0.286 -1.004 0.0373
H -11.395441 2.703913 -1.473182 0.962 0.204 0.358 0.0340
H -9.813250 3.645017 -1.534187 -0.796 -0.585 0.694 0.0351
H -11.035306 -0.546782 -1.568877 0.099 0.338 0.980 0.0301
H -11.760884 0.357425 -0.166769 0.948 -0.570 -0.178 0.0306
H -10.442627 -0.937720 0.101552 -0.526 0.760 -0.482 0.0326
H -8.097412 1.745596 -2.970271 -0.446 -0.964 0.376 0.0378
H -9.586870 0.804231 -3.351711 0.607 0.090 0.793 0.0390
H -8.197343 -0.067108 -2.575785 -0.308 0.970 -0.215 0.0458
H -6.847931 -0.234611 2.726997 0.817 -0.610 -0.874 0.1130
H -6.414455 -2.796710 2.691755 0.635 0.373 -0.829 0.0962
H -4.916456 -3.788064 0.838374 0.122 1.205 -0.319 0.1094
C 6.199047 -1.568364 2.673537 0.319 -0.434 -0.154 -0.0465
C 4.673281 -1.573519 2.450606 0.293 -0.392 0.470 -0.5065
C 4.082340 -2.897095 2.974936 -0.123 -0.202 -0.033 -0.1607
C 4.061313 -3.041194 4.493581 -0.025 -0.153 0.121 -0.1932
C 3.971097 -1.702537 5.227815 0.179 -0.024 0.087 -0.1595
C 3.377749 -0.546625 4.396016 0.137 -0.407 0.028 -0.5392
N 4.172761 -0.399224 3.182173 0.196 0.417 0.053 -0.2179
O 3.735153 0.641514 2.361915 -0.341 0.206 -0.311 -0.3090
C 3.538100 0.724265 5.246672 -0.121 0.252 0.017 -0.0642
C 1.872317 -0.786381 4.171863 -0.364 0.022 0.057 -0.0434
C 4.430827 -1.571713 0.938210 -0.180 0.313 -0.156 -0.0665
H 6.647680 -0.655392 2.275270 -0.260 0.000 0.157 0.0596
H 6.681602 -2.419377 2.171781 0.030 -0.014 -0.052 0.0704
H 6.455914 -1.625100 3.733465 -0.158 0.028 0.009 0.0674
H 3.056118 -3.003628 2.607526 0.047 0.197 -0.093 0.0956
H 4.626595 -3.749187 2.547282 0.044 0.120 -0.076 0.1079
H 3.215134 -3.677508 4.774444 0.034 -0.004 -0.037 0.0986
H 4.956880 -3.573261 4.830916 -0.019 0.026 0.006 0.0970
H 3.401964 -1.841112 6.154257 -0.103 0.155 -0.077 0.1054
H 4.980019 -1.422924 5.550655 -0.058 0.206 -0.139 0.1016
H 4.594686 0.964474 5.393582 -0.024 -0.096 -0.152 0.0759
H 3.087978 0.590169 6.237993 -0.047 -0.135 -0.031 0.0671
H 3.055781 1.588179 4.784335 0.095 -0.142 -0.171 0.0678
H 1.350585 -0.875387 5.132981 0.059 -0.016 0.023 0.0685
H 1.664870 -1.699536 3.608738 0.106 0.009 -0.012 0.0641
H 1.410155 0.044375 3.634360 0.260 0.001 -0.105 0.0666
H 4.883675 -2.454999 0.471706 0.037 -0.103 0.227 0.0821
H 4.872241 -0.699677 0.451614 -0.208 0.027 0.233 0.0374
H 3.361687 -1.592004 0.706575 0.019 0.199 0.051 0.0590
```
Forces are in eV/Å.

Properties
Max |F| ... 3.247 eV/A
Net charge ... -1
Lowest unoccupied orbital energy ... 0.6 eV
Relative energy (zero: lowest compared OMol25 entry of this formula, charge and spin) ... 0.0000 eV

No. 2
Below is a 2-piece molecular cluster, C8H8NO5S overall in a non-equilibrium geometry, with properties calculated with ωB97M-V with the def2-TZVPD basis set.

XYZ file:
```
23
Properties=species:S:1:pos:R:3:forces:R:3:nbo_charge:R:1
C 4.195855 0.689774 -0.682304 0.519 1.841 1.172 -0.3777
C 3.598353 -0.373626 -1.364552 -0.678 -0.585 -0.837 -0.3994
C 3.323551 1.092186 0.303173 1.464 0.839 0.652 0.4118
C 2.384184 -0.600361 -0.772795 -0.615 -0.374 0.388 0.4484
C -3.449341 -0.277117 -0.159398 -4.183 2.391 -0.554 -0.5548
C -2.292366 -0.645679 0.142422 3.026 -1.802 0.990 0.5503
C -4.689503 -0.923812 0.234571 -2.202 -1.090 -0.232 0.7770
C 1.042521 0.462491 1.036601 0.120 -1.180 1.540 -0.4048
N 2.271408 0.250428 0.308055 -1.786 0.458 0.274 -0.4247
O -5.639346 -0.387321 0.817702 1.826 -1.422 -0.928 -0.6181
O -4.922289 -2.228716 -0.210502 0.260 0.133 0.310 -0.7161
O 3.447473 2.060771 1.300672 0.185 -0.480 -0.764 -0.6978
O 1.331568 -1.431659 -1.003555 -0.511 0.325 -0.079 -0.7128
O -1.165439 -0.766962 0.469060 1.001 -0.523 -0.050 -0.5178
S -3.881255 1.559051 -0.329010 1.784 0.550 -0.459 -0.1371
H 5.150870 1.131242 -0.941856 -0.196 0.009 0.208 0.2056
H 4.023586 -0.672523 -2.302233 -0.319 -0.769 -0.136 0.2103
H 0.671437 1.465542 1.207565 0.322 0.320 -0.474 0.1560
H 0.922502 -0.157627 1.981036 0.200 0.510 -1.415 0.1671
H 2.566532 2.280363 1.638693 0.083 -0.302 -0.189 0.4802
H 0.500574 -1.033620 -0.591246 1.265 -0.337 -0.294 0.5182
H -4.296500 -2.629922 -0.854107 -0.041 1.122 0.796 0.4911
H -5.094369 1.137093 -0.227982 -1.524 0.364 0.080 0.1451
```
Forces are in eV/Å.

Properties
Max |F| ... 4.850 eV/A
Net charge ... -1
Lowest unoccupied orbital energy (alpha / beta) ... 2.9 / 2.3 eV
Relative energy (zero: lowest compared OMol25 entry of this formula, charge and spin) ... 4.5618 eV

No. 3
Below is one molecule with the formula C16H22N2O, with properties calculated with ωB97M-V with the def2-TZVPD basis set.

XYZ file:
```
41
Properties=species:S:1:pos:R:3:forces:R:3:nbo_charge:R:1
C 4.319080 0.201869 1.064281 -0.151 -0.270 -0.071 -0.6077
C 3.584739 -0.831155 0.214410 0.170 0.229 0.171 -0.2140
N 3.695662 -0.500674 -1.199070 0.016 -0.100 0.043 -0.4516
C 2.792860 0.548802 -1.648863 0.033 0.103 -0.259 -0.2262
C 1.558930 -0.023546 -2.383811 0.101 0.302 0.134 -0.2343
N 1.225378 -1.308253 -1.821399 0.078 -0.090 -0.058 -0.4318
C 0.252311 -1.605687 -0.916577 0.059 -0.330 -0.092 0.6500
O 0.133629 -2.746770 -0.489579 -0.109 -0.069 0.116 -0.6461
C -0.642878 -0.520170 -0.472260 -0.403 0.095 0.323 -0.3208
C -1.700380 -0.818197 0.292652 0.590 -0.220 -0.395 -0.0905
C -2.672221 0.098829 0.851941 -0.407 0.391 0.234 -0.1329
C -3.691276 -0.410044 1.662460 0.232 0.018 -0.155 -0.1548
C -4.640017 0.420936 2.220456 -0.059 0.164 0.013 -0.2186
C -4.611254 1.792366 1.990173 -0.001 -0.120 -0.021 0.0005
C -5.630837 2.693156 2.614934 0.029 0.002 0.063 -0.6289
C -3.601139 2.303485 1.183026 -0.003 0.002 0.008 -0.2342
C -2.648781 1.476596 0.623233 0.024 -0.165 0.023 -0.1126
C 2.239279 -2.308718 -2.101901 0.130 -0.292 0.090 -0.2483
C 3.631966 -1.641444 -2.086796 -0.092 0.002 -0.102 -0.2274
H 3.854867 1.181717 0.985254 -0.037 0.128 0.021 0.1976
H 4.305366 -0.101019 2.108103 -0.005 0.048 0.163 0.2086
H 5.350333 0.284750 0.732403 0.106 0.019 -0.020 0.2104
H 4.058669 -1.803637 0.363331 -0.074 -0.030 -0.003 0.1965
H 2.541238 -0.913450 0.553796 0.039 -0.099 -0.017 0.1731
H 2.472748 1.131155 -0.783987 -0.001 0.036 -0.011 0.1974
H 3.339265 1.216545 -2.325878 -0.146 0.102 0.042 0.1936
H 1.792692 -0.181437 -3.442961 -0.073 0.073 0.060 0.1948
H 0.720043 0.667181 -2.336293 0.041 -0.043 -0.086 0.2151
H -0.409611 0.497504 -0.736351 -0.047 0.146 -0.017 0.1932
H -1.848429 -1.866002 0.526778 0.054 -0.084 -0.020 0.2298
H -3.730753 -1.473111 1.851915 0.012 -0.111 0.004 0.2125
H -5.418369 0.003985 2.843889 -0.080 -0.045 0.052 0.2105
H -5.711475 3.629808 2.068515 -0.053 0.065 0.000 0.2161
H -5.343614 2.923060 3.641774 -0.050 0.063 0.058 0.2231
H -6.606728 2.212954 2.641653 -0.081 0.029 0.016 0.2190
H -3.563225 3.366704 0.990561 -0.007 0.093 -0.023 0.2082
H -1.880858 1.907852 -0.000982 0.078 0.037 -0.069 0.1956
H 2.047652 -2.775577 -3.075914 0.030 -0.063 0.062 0.1925
H 2.154279 -3.076725 -1.330208 0.030 0.085 -0.167 0.2423
H 4.387573 -2.368752 -1.785038 -0.018 -0.002 -0.100 0.2109
H 3.893288 -1.284881 -3.087671 0.046 -0.098 -0.011 0.1895
```
Forces are in eV/Å.

Properties
Max |F| ... 0.743 eV/A
Structure (SMILES) ... CCN1CCN(C(=O)/C=C/c2ccc(C)cc2)CC1
Net charge ... 0
Lowest unoccupied orbital energy ... 0.2 eV
Relative energy (zero: lowest compared OMol25 entry of this formula, charge and spin) ... 1.8610 eV